# 1
23
Properties=species:S:1:pos:R:3 method="wB97M-V/def2-TZVPD" relative_energy_ev=0.541 orbital_gap_ev=8.41 total_charge=+1 e_lumo_ev=-4.51 mol_weight_g_mol=245.09 spin_multiplicity=1
H 2.155 -1.234 2.524
H 0.434 2.117 -0.756
C -1.512 -0.184 -1.696
H 0.111 2.318 1.088
H -1.757 0.791 -2.018
H 0.522 -1.832 1.942
H -1.835 -0.844 0.744
C 1.157 -0.978 2.176
H -1.538 -0.788 -2.509
N -0.220 -0.526 -0.953
C -0.169 0.218 0.305
H -1.163 1.985 -0.068
C -0.165 1.754 0.075
H -2.314 -0.485 -0.996
N 1.052 -0.727 -1.614
N -1.243 -0.142 1.105
H 0.722 -0.297 2.859
I 1.721 0.779 -3.245
H 0.745 -1.638 -2.392
H 1.677 -0.956 0.195
N 1.287 -0.295 0.905
H -1.649 0.563 1.701
H 1.981 0.399 0.630

***

# 2
26
Properties=species:S:1:pos:R:3 method="wB97M-V/def2-TZVPD" orbital_gap_ev=8.52 total_charge=-1 e_lumo_ev=2.97 mol_weight_g_mol=301.95 spin_multiplicity=1
C 3.856 1.162 0.280
H -0.269 -1.529 -1.796
H -6.220 -2.456 0.178
C 0.813 1.450 -1.236
H 3.486 1.549 1.230
C 1.527 0.858 -0.110
H 0.484 2.458 -1.008
O -2.479 1.362 1.302
O -3.870 -0.389 0.056
O -1.946 -1.040 1.579
H 4.121 2.009 -0.350
H 3.458 -1.187 0.966
H -3.089 1.241 2.041
P -2.479 0.001 0.433
H 1.434 1.442 -2.124
H 4.754 0.583 0.460
O 1.074 0.761 1.023
H -5.217 -1.423 0.684
H 1.944 -1.491 0.146
H 3.467 -1.658 -0.734
O -6.090 -1.822 0.885
H -1.739 -1.874 1.150
N 2.860 0.334 -0.404
In -0.951 0.105 -1.632
H -1.866 0.630 -3.034
C 2.936 -1.078 0.016

***

# 3
19
Properties=species:S:1:pos:R:3 method="wB97M-V/def2-TZVPD" relative_energy_ev=2.633 orbital_gap_ev=8.66 total_charge=+1 e_lumo_ev=-4.29 mol_weight_g_mol=76.16 spin_multiplicity=1
H -2.262 1.056 1.475
H 1.893 0.805 -0.132
C 2.729 -1.052 -1.625
C 2.168 -0.028 0.585
N -2.884 0.723 0.698
H -4.707 0.676 -0.437
H 3.258 -0.276 -2.291
H -2.746 -0.342 0.683
H -4.939 0.672 1.415
H -4.449 2.121 0.651
H 1.288 -0.241 1.177
C 2.962 -1.128 -0.150
C -4.313 1.081 0.592
H 2.881 -2.153 0.346
H 4.215 -0.800 -0.086
H -2.415 1.278 -0.009
H 2.703 0.486 1.418
H 2.841 -2.014 -2.259
H 1.777 -0.864 -2.050

***

# 4
19
Properties=species:S:1:pos:R:3 method="wB97M-V/def2-TZVPD" relative_energy_ev=0.351 orbital_gap_ev=12.22 total_charge=+1 e_lumo_ev=-3.34 mol_weight_g_mol=76.16 spin_multiplicity=1
H 2.625 -1.812 0.105
H -2.673 1.496 2.321
H -1.226 0.062 0.873
C -1.228 1.150 0.759
H 1.957 0.159 -1.203
C -2.542 1.733 1.267
H -0.370 1.564 1.297
C 0.663 -1.365 -1.740
H -2.554 2.814 1.153
H -0.155 -1.895 -1.261
H 0.520 0.204 -0.402
C 1.865 -1.116 0.443
H -3.383 1.317 0.716
H 1.063 -1.618 0.976
N 1.261 -0.430 -0.740
H 1.418 -2.079 -2.051
H 2.316 -0.365 1.087
H 0.291 -0.789 -2.581
H -1.082 1.390 -0.303

***

# 5
20
Properties=species:S:1:pos:R:3 method="wB97M-V/def2-TZVPD" relative_energy_ev=0.597 orbital_gap_ev="9.99 / 5.26" total_charge=+1 e_lumo_ev="-3.01 / -7.72" mol_weight_g_mol=90.17 spin_multiplicity=2 s2=0.754
H 0.196 -1.721 3.411
H 1.759 -0.188 -1.381
H -0.443 -2.639 1.946
H -0.408 1.191 0.820
H 0.260 -0.232 -3.154
C -0.462 -1.734 2.536
N 0.928 0.355 -1.190
H -0.070 -1.325 -1.916
H 0.337 2.407 -0.931
H 1.020 2.138 -2.445
C 1.080 1.757 -1.413
C -0.078 -0.248 -2.113
C -0.976 0.320 1.165
H -1.037 0.228 -1.953
N -0.050 -0.614 1.679
H 0.538 -0.973 0.913
H 2.052 2.169 -1.121
H -1.701 0.734 1.865
H -1.436 -1.545 2.988
H -1.511 -0.082 0.293

***

# 6
21
Properties=species:S:1:pos:R:3 method="wB97M-V/def2-TZVPD" relative_energy_ev=1.376 orbital_gap_ev=9.73 total_charge=0 e_lumo_ev=0.75 mol_weight_g_mol=106.17 spin_multiplicity=1
C 0.486 0.198 -0.970
H 0.772 -0.311 1.086
H 2.358 -0.956 -0.671
H -2.538 -2.781 2.353
H -1.464 0.723 0.951
O -2.006 -1.998 2.599
C 0.640 0.617 0.497
H -2.532 -1.194 2.464
H -0.488 1.577 2.080
H -1.117 2.419 -0.672
C -0.616 1.398 1.004
N 1.119 -2.070 -1.841
C 1.587 -0.744 -1.422
H 0.809 -2.159 -2.795
H -0.124 3.305 0.324
H 0.404 1.145 -1.517
H 0.401 -2.457 -1.234
H -0.515 -0.256 -0.999
N -0.865 2.633 0.284
H 2.194 -0.350 -2.250
H 1.495 1.260 0.727

***

# 7
21
Properties=species:S:1:pos:R:3 method="wB97M-V/def2-TZVPD" relative_energy_ev=1.761 orbital_gap_ev=9.81 total_charge=0 e_lumo_ev=0.95 mol_weight_g_mol=106.17 spin_multiplicity=1
H 2.262 1.320 0.033
H -2.207 2.190 -1.248
H 3.218 -0.319 1.181
H 2.343 -1.595 0.499
H -2.319 -2.175 -0.944
H -2.181 0.656 -0.318
H -2.467 2.289 0.314
O -2.265 -2.233 0.015
C 0.332 0.236 -0.316
H 0.031 -0.349 -1.188
N -0.126 -0.556 0.814
H 0.129 2.058 -1.253
C 1.920 0.353 -0.340
C -0.298 1.683 -0.330
H -1.701 -1.433 0.135
H 2.180 0.270 -1.400
N 2.645 -0.643 0.429
H 0.154 2.138 0.564
H 0.269 -1.476 0.743
H -0.256 -0.165 1.730
C -1.815 1.680 -0.329

***

# 8
21
Properties=species:S:1:pos:R:3 method="wB97M-V/def2-TZVPD" relative_energy_ev=2.146 orbital_gap_ev=9.71 total_charge=0 e_lumo_ev=0.88 mol_weight_g_mol=106.17 spin_multiplicity=1
H -0.922 2.549 -0.312
H -2.462 0.462 -1.043
H 0.613 -0.016 1.795
C -2.198 -0.005 -0.125
H -2.241 -1.077 -0.072
H 0.403 2.052 0.767
H -1.165 2.001 1.423
H 0.810 -2.588 1.060
H -2.877 0.385 0.607
C -0.641 1.777 0.458
H 1.402 1.554 -2.518
H 2.448 -1.836 -0.188
H -1.063 -0.710 1.840
H 1.899 -0.369 -0.315
H 0.737 1.020 -1.214
N 1.986 -1.136 0.364
C -0.188 -0.478 1.141
H 0.147 -2.014 -0.374
C 0.614 -1.653 0.526
O 1.039 0.760 -2.098
N -0.782 0.373 0.111

***

# 9
21
Properties=species:S:1:pos:R:3 method="wB97M-V/def2-TZVPD" relative_energy_ev=2.275 orbital_gap_ev=9.40 total_charge=0 e_lumo_ev=0.88 mol_weight_g_mol=106.17 spin_multiplicity=1
C 1.082 -0.185 -2.538
H -1.357 -0.850 -1.587
N 0.419 -1.475 -2.561
C 0.292 1.364 0.962
H -0.651 0.170 -0.385
H -1.504 -1.345 -3.372
H 0.506 0.482 -3.181
H 0.110 0.917 1.935
H -0.393 2.165 0.696
H -1.314 -2.513 -2.100
C 1.219 0.497 -1.147
N 0.298 0.289 -0.054
H 2.238 0.304 -0.805
H 1.361 1.586 -1.299
H 2.115 -0.316 -2.846
H 1.297 1.766 0.904
H -0.879 0.329 6.099
H -2.095 0.399 7.066
O -1.719 0.771 6.263
C -1.047 -1.503 -2.403
H 0.791 -2.074 -1.837

***

# 10
21
Properties=species:S:1:pos:R:3 method="wB97M-V/def2-TZVPD" relative_energy_ev=1.580 orbital_gap_ev=9.94 total_charge=0 e_lumo_ev=0.97 mol_weight_g_mol=106.17 spin_multiplicity=1
N -0.261 0.113 -0.173
H 0.145 -0.424 -0.929
N -0.569 1.785 -1.790
H 0.922 -2.456 1.608
H -0.488 2.780 -1.990
H 2.417 -0.871 1.416
H 0.889 1.860 -0.336
C 0.122 -1.857 1.168
O -2.159 -0.785 -2.288
H 2.193 0.509 0.394
H -1.232 -0.562 -2.074
C 0.295 -0.323 1.111
H -2.298 -1.505 -1.659
H -0.175 -2.341 0.241
C 1.804 0.014 1.283
H -0.349 0.052 1.893
C -0.151 1.534 -0.413
H -1.594 1.772 -1.794
H -0.730 2.075 0.342
H -0.677 -2.096 1.882
H 1.895 0.725 2.106